(1)
Here is a molecular structure, C24H27BCl3GeN9PtS2 from the OMol25 dataset. Energies are from wB97M-V/def2-TZVPD.

Last column: Mulliken spin population.
Atoms and positions in Å:
Pt (0.09, 0.21, 0.21)  1.3167
C (-0.55, -1.82, 2.67)  0.0076
N (-1.38, -0.95, 1.82)  0.1379
C (-2.19, 0.05, 2.54)  -0.0083
C (-1.68, 1.43, 2.27)  0.0045
N (-0.71, 1.73, 1.44)  0.2155
C (-0.50, 3.11, 1.53)  -0.1004
C (0.46, 3.92, 0.95)  0.1132
C (0.42, 5.27, 1.26)  -0.0181
C (-0.56, 5.79, 2.12)  0.0012
C (-1.50, 4.98, 2.73)  0.0063
C (-1.43, 3.62, 2.42)  -0.0050
N (-2.17, 2.53, 2.87)  0.0027
C (0.90, -1.53, 2.50)  0.0017
N (1.42, -0.86, 1.49)  0.2078
C (2.82, -0.89, 1.66)  -0.0020
C (3.86, -0.38, 0.90)  0.0152
C (5.15, -0.63, 1.33)  0.0025
C (5.41, -1.38, 2.49)  0.0003
C (4.38, -1.89, 3.25)  0.0048
C (3.09, -1.63, 2.81)  -0.0085
N (1.85, -2.03, 3.30)  0.0028
H (-0.72, -2.86, 2.40)  0.0049
H (-0.82, -1.72, 3.73)  -0.0018
H (-1.99, -1.54, 1.27)  -0.0211
H (-2.15, -0.12, 3.62)  -0.0007
H (-3.23, -0.01, 2.24)  0.0053
H (1.23, 3.51, 0.32)  0.0044
H (1.16, 5.94, 0.85)  -0.0010
H (-0.57, 6.85, 2.33)  -0.0001
H (-2.24, 5.38, 3.41)  0.0007
H (-2.88, 2.54, 3.59)  0.0024
H (3.69, 0.18, -0.01)  -0.0139
H (5.99, -0.26, 0.75)  -0.0003
H (6.43, -1.57, 2.79)  -0.0003
H (4.58, -2.50, 4.13)  0.0006
H (1.70, -2.56, 4.15)  0.0040
C (-4.36, -1.77, -1.21)  -0.0042
N (-3.77, -0.48, -1.60)  0.0639
C (-4.46, 0.63, -1.92)  0.1627
C (-3.54, 1.57, -2.35)  0.1467
N (-2.31, 1.04, -2.29)  0.1125
B (-1.04, 1.49, -3.14)  -0.0405
N (-0.20, 2.71, -2.55)  0.0974
C (-0.31, 3.98, -2.96)  0.1920
C (0.89, 4.64, -2.73)  0.1931
N (1.73, 3.75, -2.19)  0.0738
C (3.16, 4.00, -1.88)  -0.0025
C (1.05, 2.56, -2.03)  -0.0020
S (1.73, 1.19, -1.32)  0.6127
C (-2.43, -0.24, -1.79)  -0.0480
S (-1.20, -1.33, -1.44)  0.5465
H (-5.44, -1.66, -1.19)  0.0015
H (-4.02, -2.07, -0.22)  -0.0005
H (-4.09, -2.54, -1.92)  0.0007
H (-5.53, 0.68, -1.85)  0.0038
H (-3.72, 2.57, -2.72)  0.0077
H (-0.31, 0.57, -3.20)  0.0009
H (-1.44, 1.82, -4.22)  0.0067
H (-1.20, 4.36, -3.44)  0.0042
H (1.19, 5.66, -2.95)  0.0048
H (3.30, 5.06, -1.74)  0.0023
H (3.77, 3.65, -2.71)  0.0015
H (3.43, 3.47, -0.97)  -0.0016
Cl (0.66, 0.87, 4.45)  0.1070
Ge (2.07, 2.39, 3.72)  0.6156
Cl (4.03, 1.66, 4.13)  0.1345
Cl (1.63, 4.17, 4.80)  0.1254

- Net charge: +3
- Multiplicity: 6
- LUMO energy (spin up / spin down): -7.55 / -11.83 eV
- Frontier orbital gap (spin up / spin down): 8.27 / 4.28 eV
- ⟨S²⟩: 8.800

(2)
Here is a molecular structure, C24H27BF4N5O6SSiY from the OMol25 dataset. Energies are from wB97M-V/def2-TZVPD.

Last column: natural (NBO) charge in e.
Atoms and positions in Å:
Y (-1.09, 0.93, -0.15)  2.1966
O (5.74, 3.35, -0.43)  -0.7165
C (5.49, 1.99, -0.71)  -0.0957
C (4.01, 1.75, -0.75)  0.0574
C (3.52, 0.47, -0.91)  -0.2352
C (2.15, 0.27, -0.92)  0.0726
N (1.27, 1.27, -0.81)  -0.5738
C (1.75, 2.53, -0.70)  0.2752
C (3.11, 2.80, -0.64)  -0.2477
C (0.74, 3.62, -0.68)  0.1870
C (1.10, 4.96, -0.78)  -0.2288
C (0.12, 5.93, -0.81)  0.0575
C (0.46, 7.39, -0.90)  -0.0942
O (1.85, 7.53, -1.13)  -0.7158
C (-1.21, 5.53, -0.75)  -0.2341
C (-1.50, 4.19, -0.65)  0.0782
N (-0.55, 3.25, -0.61)  -0.5658
H (6.69, 3.50, -0.41)  0.4877
H (5.94, 1.33, 0.04)  0.1919
H (5.91, 1.71, -1.69)  0.1945
H (4.18, -0.38, -1.01)  0.2371
H (1.73, -0.72, -1.04)  0.2269
H (3.48, 3.80, -0.52)  0.2517
H (2.14, 5.26, -0.86)  0.2518
H (0.16, 7.87, 0.04)  0.1927
H (-0.13, 7.84, -1.71)  0.1906
H (2.07, 8.46, -1.18)  0.4873
H (-2.02, 6.25, -0.78)  0.2345
H (-2.52, 3.83, -0.60)  0.2358
F (-5.03, 0.99, -1.07)  -0.4906
B (-3.76, 0.91, -0.69)  1.3374
F (-3.32, -0.32, -0.13)  -0.5292
F (-3.33, 1.89, 0.28)  -0.5494
F (-2.78, 1.14, -1.76)  -0.5651
C (-1.90, -1.32, 3.28)  -1.1424
Si (-1.35, 0.46, 3.34)  1.8916
C (-2.80, 1.57, 3.74)  -1.1389
C (0.00, 0.69, 4.61)  -1.1347
O (-0.76, 0.88, 1.84)  -1.3524
H (-2.51, -1.55, 4.15)  0.2445
H (-1.06, -2.02, 3.29)  0.2300
H (-2.51, -1.54, 2.40)  0.2440
H (-3.21, 1.31, 4.72)  0.2393
H (-3.60, 1.48, 3.01)  0.2450
H (-2.50, 2.62, 3.77)  0.2346
H (-0.31, 0.33, 5.59)  0.2398
H (0.28, 1.74, 4.71)  0.2372
H (0.90, 0.13, 4.33)  0.2339
O (-1.57, -9.23, -3.86)  -0.9864
S (-0.92, -7.94, -3.96)  2.3994
O (-1.71, -6.88, -4.55)  -1.0044
O (0.47, -7.97, -4.37)  -1.0004
C (-0.76, -7.39, -2.23)  0.1551
N (-0.61, -8.30, -1.26)  -0.3984
C (-0.50, -7.84, -0.02)  0.0833
C (-0.51, -6.49, 0.30)  -0.3107
C (-0.65, -5.64, -0.79)  0.1707
N (-0.79, -6.08, -2.03)  -0.4333
C (-0.67, -4.15, -0.68)  0.0530
C (-1.28, -3.42, -1.71)  -0.2026
C (-1.27, -2.05, -1.64)  0.0605
N (-0.66, -1.37, -0.65)  -0.6263
C (-0.07, -2.08, 0.32)  0.0469
C (-0.07, -3.46, 0.36)  -0.2378
H (-0.39, -8.59, 0.76)  0.1923
H (-0.43, -6.14, 1.32)  0.2136
H (-1.72, -3.95, -2.54)  0.2863
H (-1.77, -1.46, -2.40)  0.2153
H (0.42, -1.50, 1.11)  0.2167
H (0.42, -3.97, 1.17)  0.2331

- LUMO energy: -2.02 eV
- Frontier orbital gap: 4.99 eV
- Relative energy (zero: lowest compared OMol25 entry of this formula, charge and spin): 0.000 eV

(3)
Here is 20 unconnected molecules or ions with the total composition C24H27Cl57FO2 from the OMol25 dataset. Energies are from wB97M-V/def2-TZVPD.

Last column: Mulliken charge in e.
Atoms and positions in Å:
C (-0.56, 1.19, 3.78)  -1.1340
C (-1.12, 0.38, 2.48)  0.7768
F (-1.33, -1.02, 2.88)  -0.2682
C (-0.05, 0.60, 1.32)  -0.6237
C (0.29, -0.75, 0.53)  -0.0625
C (1.23, -1.78, 1.33)  0.4511
O (1.90, -1.39, 2.31)  -0.5678
O (1.21, -3.17, 0.89)  -0.5410
H (0.31, 0.62, 4.24)  0.3013
H (-0.13, 2.18, 3.35)  0.0640
H (-1.41, 1.37, 4.53)  0.3362
H (-2.15, 0.82, 2.24)  -0.0210
H (0.92, 0.94, 1.86)  0.0326
H (-0.65, -1.30, 0.14)  0.0310
H (0.85, -0.42, -0.43)  -0.1046
H (0.82, -3.70, 1.62)  0.3294
C (-4.73, 0.15, -0.31)  -0.1720
Cl (-5.01, 1.87, -0.63)  -0.1048
Cl (-3.06, -0.28, -0.70)  -0.0341
Cl (-5.08, -0.24, 1.38)  -0.1099
H (-5.39, -0.43, -0.94)  0.4005
C (-2.25, 5.02, -0.39)  0.6369
Cl (-3.96, 5.32, -0.75)  -0.2141
Cl (-2.06, 4.38, 1.25)  -0.0384
Cl (-1.54, 3.90, -1.56)  0.0405
H (-1.72, 5.96, -0.45)  -0.3908
C (-3.18, -2.98, 4.83)  0.4180
Cl (-4.82, -2.63, 5.41)  -0.0831
Cl (-2.17, -3.59, 6.15)  -0.1564
Cl (-3.23, -4.15, 3.50)  -0.0552
H (-2.74, -2.06, 4.46)  -0.1521
C (3.85, -0.21, -1.42)  0.2731
Cl (2.69, 0.97, -0.81)  -0.0391
Cl (3.49, -0.61, -3.12)  -0.1578
Cl (5.50, 0.39, -1.25)  -0.1196
H (3.75, -1.12, -0.83)  0.0361
C (1.46, 6.87, -2.67)  -0.0864
Cl (0.21, 6.79, -1.41)  0.0319
Cl (3.03, 6.38, -2.02)  -0.1115
Cl (1.01, 5.85, -4.05)  -0.0999
H (1.54, 7.90, -3.01)  0.2449
C (0.77, 0.79, -5.75)  0.1564
Cl (-0.17, 1.59, -4.48)  -0.0329
Cl (-0.28, 0.29, -7.08)  -0.1434
Cl (2.05, 1.86, -6.33)  -0.1216
H (1.23, -0.09, -5.32)  0.1223
C (1.22, 5.77, 3.74)  -0.0807
Cl (0.60, 4.40, 4.66)  -0.0793
Cl (2.30, 5.22, 2.46)  -0.0941
Cl (-0.11, 6.72, 3.06)  -0.1079
H (1.78, 6.41, 4.41)  0.3635
C (-9.00, -1.62, 5.87)  0.0192
Cl (-10.23, -1.72, 7.14)  -0.0976
Cl (-7.42, -2.09, 6.50)  -0.1045
Cl (-9.45, -2.63, 4.49)  -0.1244
H (-8.94, -0.59, 5.54)  0.3044
C (1.50, 10.64, -0.13)  -0.0878
Cl (0.87, 9.28, 0.80)  -0.0226
Cl (2.60, 10.08, -1.40)  -0.1194
Cl (0.17, 11.58, -0.82)  -0.1269
H (2.06, 11.29, 0.54)  0.3468
C (1.57, 2.33, -10.70)  0.0065
Cl (3.06, 1.80, -9.91)  -0.0985
Cl (0.71, 0.95, -11.40)  -0.1263
Cl (0.53, 3.20, -9.57)  -0.0892
H (1.83, 3.01, -11.51)  0.3119
C (-4.16, 9.06, -1.35)  0.2351
Cl (-5.33, 10.23, -0.73)  -0.1413
Cl (-4.51, 8.66, -3.04)  -0.1243
Cl (-2.51, 9.68, -1.18)  -0.0454
H (-4.24, 8.15, -0.76)  0.0638
C (8.64, -1.66, -0.38)  0.3369
Cl (8.87, -2.48, 1.17)  -0.1244
Cl (10.12, -0.83, -0.88)  -0.1414
Cl (8.13, -2.81, -1.62)  -0.1187
H (7.85, -0.92, -0.26)  0.0255
C (7.98, -0.13, -4.36)  0.2430
Cl (8.58, -0.38, -6.01)  -0.1535
Cl (8.41, 1.50, -3.81)  -0.1366
Cl (6.24, -0.40, -4.28)  0.0173
H (8.47, -0.85, -3.71)  0.0288
C (-13.21, -2.41, 9.24)  0.3300
Cl (-12.93, -0.77, 9.85)  -0.1197
Cl (-13.36, -3.55, 10.58)  -0.1266
Cl (-14.65, -2.45, 8.22)  -0.1229
H (-12.35, -2.70, 8.64)  0.0361
C (3.76, -4.94, 1.41)  0.7394
Cl (3.98, -5.76, 2.96)  -0.0828
Cl (5.25, -4.11, 0.92)  -0.1038
Cl (3.25, -6.09, 0.16)  -0.0963
H (2.97, -4.19, 1.52)  -0.3354
C (-5.53, -6.97, 1.52)  0.0305
Cl (-6.69, -5.79, 2.15)  -0.0930
Cl (-5.90, -7.35, -0.17)  -0.1338
Cl (-3.88, -6.36, 1.68)  -0.0894
H (-5.62, -7.88, 2.10)  0.2848
C (6.07, -6.24, 6.58)  0.0629
Cl (5.17, -7.27, 5.47)  -0.1214
Cl (6.05, -4.56, 6.03)  -0.1006
Cl (5.41, -6.36, 8.22)  -0.1310
H (7.10, -6.58, 6.61)  0.2829
C (3.60, -6.86, -3.61)  0.1782
Cl (2.86, -8.18, -2.68)  -0.1383
Cl (4.68, -7.51, -4.86)  -0.1590
Cl (2.35, -5.84, -4.33)  -0.0966
H (4.19, -6.25, -2.93)  0.2100
C (2.10, -5.20, -8.56)  0.0024
Cl (0.48, -4.72, -8.03)  -0.1307
Cl (3.03, -5.87, -7.21)  -0.0316
Cl (1.99, -6.38, -9.88)  -0.1386
H (2.61, -4.32, -8.93)  0.2990

- Net charge: -1
- LUMO energy: 1.49 eV
- Frontier orbital gap: 4.22 eV

Sequential F_max output: 0.71 0.65 4.73 eV/Å